[1]
# C3H6N4S

One molecule with the formula C3H6N4S at a distorted geometry (the ωB97M-V functional and the def2-TZVPD basis, OMol25).

Last column: Löwdin charge in e.
Geometry (Å):
1 N 0.032225 -0.034497 -1.823194  0.14
2 H 0.239550 0.053446 1.387268  0.02
3 C 0.146736 -0.525386 -0.535049  -0.42
4 H 0.040457 -0.653690 -2.622869  0.11
5 H -0.648278 1.938363 -0.747919  0.13
6 H -0.750350 3.418317 1.043070  0.05
7 N 0.111941 0.414476 0.447482  0.08
8 S 0.364971 -1.955382 2.322073  0.64
9 N 0.261495 -1.844781 -0.422036  0.01
10 H 0.246561 0.974789 -1.965779  0.10
11 C 0.316391 -2.469600 0.774302  -0.74
12 C -0.278684 1.737713 0.301055  -0.27
13 N -0.360685 2.507119 1.321147  0.10
14 H 0.277671 -3.560887 0.520449  0.06

Atoms 1-6, force components in eV/Å:
N 0.347 1.318 0.733
H 0.072 -0.146 0.374
C 0.052 -0.060 -1.560
H 0.147 -0.008 0.505
H 0.391 0.332 1.297
H 0.266 -0.479 0.130

Values from the calculation:
* frontier orbital gap: 8.395 eV
* highest occupied orbital energy: -8.558 eV
* structure (SMILES): [H]/N=C/N/C(N)=N\C=S


[2]
# C5H4OS2

C5H4OS2 as an isolated structure at a distorted geometry (the ωB97M-V functional and the def2-TZVPD basis, OMol25).

Last column: Löwdin charge in e.
Geometry (Å):
1 C 0.427920 -1.401481 1.443136  -0.74
2 H 0.014817 2.196920 -2.204463  0.02
3 H 1.433746 2.121446 -0.676422  0.10
4 C -1.550460 -2.074448 -0.425801  0.05
5 H -0.584392 2.582300 -0.539396  0.07
6 S 0.627555 -2.022136 2.947606  0.81
7 S -0.081746 0.189623 -0.714298  0.88
8 C 0.832371 -0.077517 0.836795  -0.72
9 C -0.552289 -1.856222 0.398432  -0.30
10 O 1.431066 0.706535 1.479626  0.06
11 H -2.273768 -2.332617 -1.410060  0.14
12 C 0.275180 1.967595 -1.135155  -0.39

Atoms 1-6, force components in eV/Å:
C -2.319 -1.253 -1.172
H 1.051 -0.620 0.925
H -3.371 0.333 -1.702
C 3.963 -0.637 2.259
H 2.533 -1.185 -1.056
S 0.095 0.742 -1.790

Values from the calculation:
* frontier orbital gap: 7.010 eV
* highest occupied orbital energy: -9.050 eV


[3]
# C5H28O11

A 11-piece molecular cluster, C5H28O11 overall at a distorted geometry (the ωB97M-V functional and the def2-TZVPD basis, OMol25).

Last column: Löwdin charge in e.
Geometry (Å):
1 H -0.407616 1.820962 1.146884  0.12
2 O 3.563806 0.986660 -1.569527  -0.02
3 H -0.391660 -2.215585 -1.527013  0.07
4 H -1.965970 -0.522876 3.026022  0.00
5 H 1.716819 0.621358 3.123505  0.08
6 H 2.281672 -0.619974 1.417414  0.16
7 O -0.962683 1.489468 -2.168146  -0.10
8 H -2.477830 1.259195 2.901214  0.04
9 O -3.199340 -0.693030 1.796449  -0.05
10 O -2.061552 -1.084906 -2.850242  -0.01
11 C 0.996593 1.315034 2.698838  0.05
12 H -0.270883 0.884315 -2.498401  -0.03
13 O 2.020418 -1.648218 -1.938328  -0.04
14 H 0.747720 2.172747 3.276096  0.07
15 H 0.458555 -0.247369 -4.119311  0.04
16 C -0.645072 -0.765290 0.267081  -0.08
17 H -1.192717 -1.020740 -3.002261  -0.08
18 C 0.340683 -0.051557 0.844213  -0.34
19 H 0.460499 -2.162169 2.110402  0.07
20 H -2.216501 -0.151731 -2.620831  0.04
21 H 1.910155 2.904198 -2.489361  -0.02
22 H 3.637535 0.334732 -2.266833  0.03
23 H 2.174812 -2.639522 -2.016684  0.14
24 O 1.598185 -0.749573 0.656947  -0.09
25 H -3.804173 -0.061376 2.289067  0.11
26 O -1.453628 0.026235 3.632734  -0.05
27 H -3.497237 -1.557460 1.869220  0.03
28 H 1.377350 -0.570821 -2.892020  0.06
29 H 0.382650 -2.519897 0.126850  0.05
30 O 1.435617 2.618292 -3.198189  -0.04
31 H 3.106688 0.431094 -0.952789  0.00
32 H -1.443486 -2.699277 -0.235845  0.10
33 C -0.467481 -2.149635 -0.414493  -0.08
34 C 0.304272 1.110918 1.581908  -0.14
35 H -1.722379 -0.413374 0.242234  0.12
36 O -2.759187 2.121805 2.360976  -0.13
37 H 0.070410 -2.910305 3.556402  0.07
38 H -2.340997 2.117516 1.463732  0.03
39 H 1.518858 -1.503341 -1.165875  -0.03
40 H 1.895680 1.746818 -3.227830  0.02
41 O 0.961890 0.192064 -3.473982  -0.09
42 H -0.511128 2.366831 -2.282079  0.05
43 O 0.595099 -2.179097 3.150114  -0.10
44 H -0.579804 -0.238365 3.692376  -0.03

Atoms 1-6, force components in eV/Å:
H 0.262 0.034 0.771
O 0.142 0.119 -0.465
H 0.291 0.466 1.057
H 0.545 -0.459 -0.197
H -0.146 -0.071 -0.139
H -2.059 -0.027 -1.850

Values from the calculation:
* frontier orbital gap: 8.780 eV
* highest occupied orbital energy: -8.940 eV
* structure (SMILES): C=C/C(O)=C/C.O.O.O.O.O.O.O.O.O.O


[4]
# C10H13NO2P

An isolated ion of composition C10H13NO2P and charge +1 at a distorted geometry (the ωB97M-V functional and the def2-TZVPD basis, OMol25).

Last column: Löwdin charge in e.
Geometry (Å):
1 P 0.067577 0.370026 -0.949133  1.25
2 C -3.711220 0.986065 0.247431  -0.03
3 C 1.945881 1.199420 0.574382  -0.21
4 H 1.672649 1.754892 1.578717  0.17
5 C -2.105910 -1.089211 -0.654028  -0.07
6 O 0.798832 1.667040 -1.489774  -0.22
7 C 1.413364 -1.179250 0.833534  -0.15
8 H 0.408634 -1.644868 1.158427  0.16
9 N 1.073135 0.123579 0.476648  -0.24
10 C 1.818044 -1.969777 -0.440405  -0.32
11 H -3.469839 -2.417539 0.177206  0.11
12 H 2.747982 -1.744125 -0.806415  0.09
13 H 2.788923 1.709142 -1.387957  0.14
14 C -4.204786 -0.312817 0.249827  0.00
15 C -1.649132 0.225021 -0.544174  -0.32
16 H -4.452796 1.730992 0.427774  0.11
17 H 1.824312 -3.010493 -0.118883  0.14
18 H -1.832872 2.114725 0.158523  0.09
19 O 0.971935 -1.797573 -1.463941  -0.14
20 H 2.075061 -1.104512 1.595757  0.10
21 C -2.374013 1.280098 -0.069992  -0.04
22 C 1.947674 2.045500 -0.717258  -0.14
23 H -5.212730 -0.353029 0.434664  0.09
24 H 1.935873 3.212035 -0.646740  0.17
25 H -1.487631 -1.762553 -1.149696  0.08
26 C -3.329279 -1.388616 -0.075059  0.00
27 H 2.993749 0.793205 0.568747  0.15

Atoms 1-6, force components in eV/Å:
P 4.058 -3.204 2.477
C 0.479 0.033 -0.599
C 2.654 2.146 2.182
H 1.005 -0.548 -2.075
C -1.044 1.427 0.996
O -2.622 -0.413 -0.209

Values from the calculation:
* frontier orbital gap (spin up / spin down): 7.524 / 7.523 eV
* highest occupied orbital energy (spin up / spin down): -13.234 / -13.234 eV
* charge: +1